{"formula": "C8H18BBrCl3OP", "method": "ωB97M-V with the def2-TZVPD basis set", "elements": ["C", "C", "C", "C", "C", "C", "C", "B", "P", "O", "Br", "H", "H", "H", "H", "H", "H", "H", "H", "H", "H", "H", "H", "H", "H", "H", "H", "H", "C", "Cl", "Cl", "Cl", "H"], "positions_angstrom": [[3.4724, -0.9726, -0.4498], [2.7700, -0.4158, -1.7280], [1.8802, 0.8121, -1.3110], [0.4569, 0.2545, -0.9791], [-0.3037, 1.0693, 0.1043], [-1.5352, 0.2073, 0.5674], [-2.9045, 0.8786, 0.1414], [-3.9160, -0.3174, -0.1298], [-5.0232, -0.5054, -1.6826], [-4.0300, -0.9563, -2.9875], [-6.2520, -2.3888, -1.2582], [4.4207, -0.4267, -0.3248], [2.8665, -0.8024, 0.4525], [3.6803, -2.0473, -0.5658], [3.4681, -0.1441, -2.5277], [2.0703, -1.2040, -2.0541], [2.3301, 1.3488, -0.4622], [1.7710, 1.5090, -2.1563], [0.6226, -0.7493, -0.5419], [-0.1117, 0.1286, -1.9121], [0.3383, 1.3222, 0.9594], [-0.6407, 2.0207, -0.3411], [-1.4883, -0.7567, 0.0239], [-1.5020, -0.0395, 1.6356], [-2.7762, 1.5679, -0.7046], [-3.2732, 1.4093, 1.0402], [-4.0161, -1.1507, 0.7161], [-3.1732, -1.1380, -2.6027], [2.1640, 0.2543, 3.9226], [1.9929, -1.0916, 2.7897], [3.6641, 1.1357, 3.6184], [0.7722, 1.3387, 3.8216], [2.2050, -0.1505, 4.9262]], "nbo_charge": [-0.620, -0.392, -0.400, -0.389, -0.406, -0.372, -0.778, 0.260, 0.762, -0.928, -0.272, 0.206, 0.205, 0.206, 0.206, 0.191, 0.199, 0.201, 0.188, 0.199, 0.212, 0.199, 0.183, 0.220, 0.222, 0.254, -0.050, 0.481, -0.282, 0.022, 0.023, 0.018, 0.231], "e_homo_ev": -8.8041, "total_energy_ha": -4711.62875, "homo_lumo_gap_ev": 8.00, "smiles": "CCCCCCCBP(O)Br.ClC(Cl)Cl"}

---

{"formula": "C8H18BINO4P2", "method": "ωB97M-V with the def2-TZVPD basis set", "elements": ["C", "B", "O", "P", "C", "C", "C", "I", "P", "O", "O", "O", "H", "H", "H", "H", "H", "H", "H", "H", "H", "H", "H", "H", "H", "N", "C", "C", "C", "C", "H", "H", "H", "H", "H"], "positions_angstrom": [[3.1810, 0.0941, 0.0159], [1.6755, 0.2916, 0.2770], [0.7355, -0.6389, 0.5386], [0.9723, 2.1640, 0.3815], [-0.8455, 2.3223, 0.1924], [-1.4954, 1.2205, -0.6536], [-2.9430, 1.5735, -0.9902], [-0.3672, 0.8490, -2.4410], [2.1358, 3.6088, -0.8651], [3.4969, 3.1003, -0.9417], [1.3400, 3.8205, -2.2070], [1.9193, 4.9838, -0.1254], [3.4971, 0.5199, -0.9399], [3.4407, -0.9662, 0.0290], [3.7849, 0.6072, 0.7713], [0.7608, -1.4132, -0.0401], [1.2859, 2.6451, 1.6626], [-1.2697, 2.2620, 1.1999], [-1.0615, 3.3194, -0.1979], [-1.4724, 0.2958, -0.0854], [-3.2409, 1.1810, -1.9592], [-3.0701, 2.6564, -1.0439], [-3.6053, 1.1837, -0.2179], [1.6367, 3.2278, -2.9154], [1.1998, 5.0509, 0.5153], [-0.1502, -4.2241, 0.5164], [-0.9847, -5.2792, 0.2562], [-2.1048, -5.1286, 1.0250], [-1.9434, -3.9376, 1.7839], [-0.7329, -3.3968, 1.4467], [0.7544, -4.1045, 0.1011], [-0.7076, -6.0468, -0.4452], [-2.9446, -5.8018, 1.0497], [-2.6374, -3.5291, 2.4991], [-0.2396, -2.5110, 1.8071]], "nbo_charge": [-1.065, 0.863, -0.901, 0.412, -0.719, -0.288, -0.639, 0.121, 2.200, -1.035, -0.970, -0.961, 0.292, 0.257, 0.286, 0.532, 0.069, 0.273, 0.261, 0.245, 0.244, 0.218, 0.241, 0.536, 0.525, -0.520, -0.066, -0.298, -0.282, -0.112, 0.402, 0.219, 0.232, 0.224, 0.205], "e_homo_ev": -10.6363, "total_energy_ha": -1676.48468, "homo_lumo_gap_ev": 6.72, "total_charge": 1}

---

{"formula": "C8H18BNO3S", "method": "ωB97M-V with the def2-TZVPD basis set", "elements": ["O", "O", "O", "S", "B", "C", "N", "C", "C", "C", "C", "C", "C", "C", "H", "H", "H", "H", "H", "H", "H", "H", "H", "H", "H", "H", "H", "H", "H", "H", "H", "H"], "positions_angstrom": [[-0.8066, 0.1629, -2.0465], [-0.3777, -2.2163, -0.7239], [-0.7928, -2.8138, 1.5599], [3.7847, 0.6998, -2.9701], [-0.7587, -1.8672, 0.5501], [0.0128, 0.6511, -1.3125], [-0.1108, 0.5726, 0.0459], [-0.1358, -0.3053, 3.0435], [-2.5625, -0.4519, 2.7568], [0.8459, 2.0690, -3.1413], [2.1776, 0.1324, -2.3691], [-1.3154, 0.1280, 2.1897], [1.2223, 1.2577, -1.9206], [-1.1304, -0.2609, 0.7070], [-0.5223, -1.4678, -1.3305], [-0.5539, -3.7398, 1.3296], [3.9481, 1.1351, -1.6843], [0.7113, 0.7606, 0.6350], [-0.1197, -1.3765, 3.1427], [0.8686, -0.0746, 2.6492], [-0.2340, 0.1368, 4.0197], [-2.4522, -1.5413, 2.7869], [-3.4661, -0.2474, 2.1483], [-2.7515, -0.0508, 3.7476], [0.0591, 2.7853, -2.8458], [1.7364, 2.6101, -3.5109], [0.4745, 1.3950, -3.9246], [2.2981, -0.5964, -1.5649], [1.7293, -0.4116, -3.2069], [-1.3969, 1.2300, 2.1825], [1.7051, 1.8819, -1.0964], [-2.0865, -0.1865, 0.1541]], "nbo_charge": [-0.661, -0.916, -0.920, -0.011, 1.106, 0.693, -0.606, -0.621, -0.610, -0.606, -0.512, -0.222, -0.317, -0.372, 0.512, 0.509, 0.117, 0.399, 0.233, 0.189, 0.214, 0.223, 0.209, 0.214, 0.216, 0.227, 0.226, 0.219, 0.230, 0.198, 0.200, 0.243], "e_homo_ev": -9.3051, "total_energy_ha": -1019.26382, "homo_lumo_gap_ev": 9.77, "smiles": "CC(C)[C@@H](NC(=O)[C@H](C)CS)B(O)O"}

---

{"formula": "C8H18BrO2P", "method": "ωB97M-V with the def2-TZVPD basis set", "elements": ["C", "C", "C", "C", "C", "C", "C", "C", "O", "O", "P", "Br", "H", "H", "H", "H", "H", "H", "H", "H", "H", "H", "H", "H", "H", "H", "H", "H", "H", "H"], "positions_angstrom": [[-0.2613, 2.3535, -1.8705], [-2.0013, 2.3323, 0.0375], [0.5914, 2.4690, 0.4566], [-0.8560, -2.0605, 1.2776], [1.0033, -3.2286, -0.0778], [1.4957, -1.3113, 1.3374], [-0.6104, 1.9015, -0.4432], [0.4218, -1.9396, 0.4706], [1.3165, -0.5676, -1.9090], [-0.5756, 0.4323, -0.3343], [0.1736, -0.7704, -0.9467], [-1.4064, -1.6653, -2.2302], [0.5710, 1.8276, -2.1635], [-1.0866, 2.2646, -2.6564], [0.1687, 3.3619, -1.9106], [-2.2103, 2.2659, 1.1278], [-2.8886, 1.9566, -0.4906], [-1.9608, 3.3780, -0.2511], [0.6068, 2.0039, 1.4642], [1.5234, 2.3632, -0.0477], [0.4636, 3.4491, 0.6971], [-1.2305, -1.0483, 1.3641], [-1.4702, -2.6882, 0.7495], [-0.6488, -2.4562, 2.3169], [1.8397, -3.0770, -0.8586], [0.2767, -3.9937, -0.3726], [1.5330, -3.8421, 0.6788], [2.3226, -1.1061, 0.6148], [0.9675, -0.5294, 1.8839], [1.9315, -2.0751, 2.0859]], "nbo_charge": [-0.657, -0.634, -0.620, -0.610, -0.642, -0.626, 0.310, -0.398, -1.083, -0.889, 2.102, -0.281, 0.244, 0.223, 0.222, 0.220, 0.232, 0.217, 0.212, 0.221, 0.212, 0.225, 0.220, 0.213, 0.247, 0.227, 0.218, 0.236, 0.216, 0.221], "e_homo_ev": -9.8550, "total_energy_ha": -3381.51567, "homo_lumo_gap_ev": 10.51, "smiles": "CC(C)(C)O[P@](=O)(Br)C(C)(C)C"}

---

{"formula": "C8H18ClI2NO2PY", "method": "ωB97M-V with the def2-TZVPD basis set", "elements": ["I", "I", "Y", "P", "C", "C", "H", "H", "H", "C", "H", "H", "H", "H", "H", "H", "C", "O", "Cl", "C", "N", "C", "C", "C", "O", "H", "H", "H", "H", "H", "H", "H", "H", "H"], "positions_angstrom": [[-3.3002, -0.7211, 0.0514], [-3.0874, 1.7559, -0.8031], [1.3890, -0.1810, 0.3712], [0.4940, -0.0213, -2.2947], [-0.9341, -0.1656, -3.3927], [1.4171, 1.3714, -3.0067], [2.5172, -1.4546, -2.3015], [1.7487, -1.3398, -3.9483], [1.0062, -2.3859, -2.6858], [1.5474, -1.4363, -2.8615], [2.4008, 1.4679, -2.5087], [1.5665, 1.2846, -4.0916], [-0.6485, -0.2878, -4.4413], [-1.5237, 0.7409, -3.2641], [0.8270, 2.2751, -2.8084], [-1.5463, -1.0111, -3.0906], [-6.1035, 0.8169, -0.3204], [-6.7488, -0.0903, -0.0671], [3.8023, -0.2736, 0.0493], [-0.5180, -0.0486, 5.7134], [0.2949, -0.0980, 4.4814], [1.6037, -0.7500, 4.5100], [-0.1252, 0.3328, 3.3276], [-1.3587, 1.1349, 3.1982], [0.5769, 0.0726, 2.2574], [0.0922, -0.4746, 6.5073], [-1.4655, -0.6076, 5.6428], [-0.7817, 0.9786, 6.0074], [1.6188, -1.6436, 3.8720], [2.3970, -0.0545, 4.1968], [1.7384, -1.0399, 5.5413], [-1.2618, 1.9277, 2.4659], [-2.2130, 0.5496, 2.8164], [-1.6099, 1.6491, 4.1427]], "nbo_charge": [0.012, 0.059, 2.175, 0.648, -0.923, -0.940, 0.254, 0.277, 0.254, -0.944, 0.257, 0.275, 0.272, 0.263, 0.255, 0.262, 0.467, -0.477, -0.604, -0.431, -0.302, -0.417, 0.733, -0.728, -0.935, 0.245, 0.243, 0.241, 0.221, 0.236, 0.242, 0.264, 0.281, 0.264], "e_above_lowest_kcal_mol": 0.0, "e_homo_ev": -15.0813, "total_energy_ha": -1955.68016, "homo_lumo_gap_ev": 7.20, "total_charge": 2}

---

{"formula": "C8H18F3NOSi2", "method": "ωB97M-V with the def2-TZVPD basis set", "elements": ["F", "F", "F", "N", "O", "C", "C", "C", "C", "C", "C", "C", "C", "Si", "Si", "H", "H", "H", "H", "H", "H", "H", "H", "H", "H", "H", "H", "H", "H", "H", "H", "H", "H"], "positions_angstrom": [[2.3451, 0.0377, 0.2678], [0.9405, 1.2681, 1.6266], [1.3030, 1.7693, -0.4323], [-0.5684, -0.8411, 0.7685], [-0.4919, -0.1758, -1.3758], [-0.0215, -0.1293, -0.1053], [1.1577, 0.7515, 0.4241], [-1.8745, -2.2692, 2.8931], [-1.5606, 0.8827, 2.9120], [0.9933, -0.9152, 3.3870], [-0.3596, -0.8672, -4.0074], [2.1264, 0.2492, -2.4766], [-0.3466, 2.2021, -3.0499], [-0.6965, -0.7986, 2.4954], [0.2668, 0.4147, -2.7652], [-1.3286, -3.1153, 3.2798], [-2.6610, -2.0048, 3.5974], [-2.4133, -2.5135, 2.0295], [-1.2840, 1.7234, 2.2431], [-1.3128, 1.0888, 3.9438], [-2.6444, 0.9204, 2.8503], [1.5765, -0.4313, 2.6792], [1.2516, -1.9288, 3.6607], [1.0895, -0.2655, 4.2873], [0.3496, -1.4853, -4.5984], [-0.9128, -1.5328, -3.3827], [-1.0695, -0.5599, -4.7721], [2.3214, 1.1179, -1.8909], [2.6376, 0.3799, -3.3840], [2.4459, -0.5540, -1.8579], [-0.2199, 2.7513, -2.1832], [-1.3732, 2.2574, -3.3130], [0.3342, 2.5732, -3.7508]], "nbo_charge": [-0.331, -0.288, -0.332, -0.860, -0.806, 0.515, 0.922, -1.090, -1.096, -1.102, -1.144, -1.132, -1.089, 1.710, 1.822, 0.229, 0.233, 0.242, 0.232, 0.229, 0.237, 0.226, 0.240, 0.241, 0.247, 0.252, 0.242, 0.246, 0.236, 0.254, 0.237, 0.244, 0.231], "e_above_lowest_kcal_mol": 16.3, "e_homo_ev": -9.4046, "total_energy_ha": -1324.27036, "homo_lumo_gap_ev": 10.17, "smiles": "C[Si](C)(C)/N=C(/O[Si](C)(C)C)C(F)(F)F"}